Molecular formula: C7H15N2
Method: DFT, ωB97M-V/def2-TZVPD

Its spin multiplicity is 1. As for the SMILES: C[C@@H]1C(=[NH2+])NCC1(C)C. Its charge is +1. As for the HOMO-LUMO gap: 11.62 eV. The value obtained for the relative energy (zero: lowest compared OMol25 entry of this formula, charge and spin) is 119.4 kJ/mol.

```
24
Properties=species:S:1:pos:R:3:forces:R:3
H 0.855743 1.785946 -1.470059 -0.7 0.3 0.4
C -0.967884 -1.144662 1.335877 1.0 -1.7 -0.4
C 1.618092 -0.113411 0.027655 -3.9 1.1 0.8
H 1.303106 2.460581 0.127991 -0.4 0.4 -0.7
C 0.473148 2.022961 -0.455689 0.4 -1.0 0.6
C -0.924837 -0.313114 0.085919 0.5 0.0 -1.5
H 3.544037 -0.321681 0.387602 0.9 0.3 0.3
H 0.098925 -1.591313 1.449018 -1.9 0.6 0.6
H -2.615833 0.866217 0.291130 -0.9 0.8 1.0
H 1.785797 -1.520913 -1.531582 1.9 -1.1 -0.9
H 2.717254 0.984118 1.263042 0.4 0.3 0.4
C 0.152905 0.756290 0.399886 4.0 0.3 0.0
H -1.683985 -1.962697 1.139810 0.4 0.2 0.6
H 0.391455 1.143307 1.473810 -1.5 -1.3 -1.4
C -2.418794 0.045244 -0.344487 1.7 0.7 -0.6
N 1.280163 -0.976632 -0.911159 -1.0 1.2 3.2
H -0.246748 -0.942062 -2.061069 -1.5 1.2 -1.5
H -0.563355 -2.217730 -1.012057 1.1 1.3 0.5
H -0.374925 2.686353 -0.419650 -0.1 0.4 -0.4
H -3.206518 -0.724797 -0.205709 1.0 0.2 -0.1
C -0.176606 -1.127866 -1.031860 -1.1 -2.2 0.3
N 2.733335 0.204974 0.643855 -0.7 -1.2 -1.7
H -1.305956 -0.519066 2.161694 0.3 -0.4 0.2
H -2.468526 0.519952 -1.343965 0.1 -0.7 0.3
```
Positions in Å, forces in eV/Å.

Results of the Mulliken charge analysis, in e, for atoms 1 through 8:
1. H 0.301
2. C -1.543
3. C 0.260
4. H 0.369
5. C -1.129
6. C 1.497
7. H 0.266
8. H 0.254

=====

Molecular formula: C8H23AgN5O5
Method: DFT, ωB97M-V/def2-TZVPD

Its spin multiplicity is 1. Its charge is -1. As for the HOMO-LUMO gap: 3.16 eV.

```
42
Properties=species:S:1:pos:R:3:forces:R:3
H -5.538855 -2.279736 0.128872 -0.3 -0.1 0.2
N -1.282854 0.149074 -1.011245 -0.5 -0.2 -1.2
N 2.574736 -3.467192 1.089400 0.4 0.7 1.2
H -0.010404 3.895283 0.343567 -0.4 -0.5 0.3
H -6.177431 -1.001443 -0.908477 0.1 -0.1 -0.2
N 5.158174 -1.428569 1.161120 0.7 -1.6 0.5
H 3.090692 0.934760 0.474082 -0.1 0.7 0.1
H 3.218398 -0.315268 1.776010 -0.6 0.4 -0.1
O 5.284185 0.233802 -0.478260 0.7 -1.4 0.0
H 1.288431 -4.894104 -0.364401 -0.1 -0.1 -0.2
C -5.797057 -1.217484 0.097639 0.2 0.2 -1.1
Ag 0.619205 0.478562 0.317278 1.1 1.4 -0.6
O 1.023726 -1.888453 0.586381 0.0 -0.9 0.1
H 0.350045 5.011068 -0.944421 -0.3 -0.2 -0.8
C -2.633585 1.949609 0.030184 0.0 -0.8 0.0
H -2.379301 0.041598 0.797390 0.9 -0.1 -0.1
O -4.657114 -0.444933 0.375680 -0.2 1.3 0.4
H 3.026229 -4.350301 0.959833 -0.1 0.0 -0.3
H 0.184954 -3.689334 -0.981499 0.0 -0.1 0.1
H 4.974870 -1.447298 2.147611 0.1 0.0 0.0
H -4.023908 -0.015615 -1.613653 -0.6 0.0 0.0
H 2.133926 3.558015 -1.790842 0.0 0.4 0.0
H -1.312570 0.730024 -1.850004 0.4 0.6 0.3
H 3.069704 -2.747708 1.590836 0.2 -0.2 -0.1
H -2.947917 2.069276 1.066773 -0.9 0.2 -0.3
H -1.395729 -0.757983 -1.462007 0.2 -0.3 0.6
H -1.663574 2.450800 0.088840 0.1 0.0 -0.7
O 2.212847 2.211045 -0.320449 -1.1 -1.6 1.1
C -2.468248 0.451451 -0.218023 -0.4 -1.0 2.2
H 0.635887 2.693984 -1.514013 -0.4 0.2 -0.2
H 5.882643 -2.040573 0.831218 0.2 0.5 -0.1
C 4.749007 -0.328322 0.459486 -2.2 2.8 -0.3
N 3.563477 0.169518 0.970028 1.5 -1.1 -0.1
C -3.671859 -0.391404 -0.641734 -0.6 -0.2 -0.5
H -3.298363 2.332918 -0.743870 0.0 0.7 0.3
C 1.463561 -3.028325 0.463425 0.1 0.4 -0.6
H -3.423175 -1.454152 -0.759390 0.8 0.1 -0.5
O 1.552981 5.184543 0.652538 -0.1 -1.2 -0.9
C 1.478893 3.185660 -0.983230 0.6 -0.1 -0.3
C 0.852538 4.363535 -0.195088 0.5 1.4 1.3
N 0.927513 -3.960694 -0.363748 -0.6 -0.1 -0.3
H -6.634678 -0.945633 0.736163 0.4 -0.1 0.5
```
Positions in Å, forces in eV/Å.

Results of the Mulliken charge analysis, in e, for atoms 1 through 8:
1. H 0.285
2. N -0.416
3. N -0.367
4. H -0.369
5. H 0.308
6. N -0.426
7. H 0.468
8. H 0.123

=====

Molecular formula: C8H16N2O4S
Method: DFT, ωB97M-V/def2-TZVPD

Its spin multiplicity is 1. As for the SMILES: CSCC[C@H](N)C(=O)N[C@@H](CO)C(=O)O. As for the HOMO-LUMO gap: 9.30 eV. The value obtained for the relative energy (zero: lowest compared OMol25 entry of this formula, charge and spin) is 0.0 kJ/mol.

```
31
Properties=species:S:1:pos:R:3:forces:R:3
H -1.171140 -1.483093 -2.527086 0.5 -0.2 0.3
H 0.553854 -3.300834 -4.146227 0.0 0.8 -0.4
N 0.080834 -1.277815 -0.843962 0.0 0.2 0.2
H 2.015621 4.974833 2.484475 -0.5 -0.3 0.3
H 1.528521 -0.716883 1.486320 0.3 -0.3 0.1
O 0.601106 -2.331007 -4.333213 0.0 -1.3 0.0
C -0.838343 -0.929072 0.079710 -0.6 -0.1 -0.1
H 1.061942 -0.684028 -3.278376 -0.2 -0.5 0.2
C -1.088269 1.329542 1.011758 -0.4 0.5 -0.2
H 0.401813 4.866680 3.294321 0.4 -0.3 -0.3
H -1.890919 -2.892663 -0.690845 -0.3 0.3 0.3
O -2.017248 -1.311230 0.011725 0.8 0.2 0.0
C -0.251852 -1.945114 -2.094085 -0.4 0.1 -0.5
H -0.924272 1.697786 -0.014319 0.1 -0.1 0.2
H 1.828696 -2.155271 -2.647906 -0.2 -0.1 -0.2
C -0.386070 -0.007241 1.220564 0.1 -0.3 -0.5
C 0.897576 -1.767599 -3.100242 0.2 1.0 0.5
H 1.618780 3.587082 3.493367 0.4 -0.7 0.7
H 1.502040 0.798239 0.758146 -0.3 -0.2 0.3
S 0.638514 3.459738 1.307656 -0.1 0.0 0.1
N 1.039969 0.150705 1.398798 -0.1 0.5 -0.3
H -1.540372 3.041800 2.301229 1.0 -0.6 -0.3
O -1.523900 -3.732455 -1.039185 0.2 -0.1 -0.3
C -0.554874 -3.443681 -1.891799 0.5 -0.4 -0.2
H -2.172996 1.169989 1.069704 0.3 -0.1 0.1
H -0.261023 1.921675 2.936389 -0.2 0.3 -0.5
O 0.068815 -4.307498 -2.475607 -0.4 0.4 0.3
H 1.017916 -0.921697 -0.703965 -0.1 -0.1 -0.1
C 1.208443 4.283935 2.807284 -0.2 1.3 -0.7
H -0.790748 -0.477491 2.112775 -0.1 0.0 0.2
C -0.652414 2.402667 2.012596 -0.8 0.3 0.9
```
Positions in Å, forces in eV/Å.

Results of the Mulliken charge analysis, in e, for atoms 1 through 8:
1. H 0.273
2. H 0.368
3. N -0.197
4. H 0.330
5. H 0.296
6. O -0.548
7. C 0.173
8. H 0.433

=====

Molecular formula: C30H36F4N3O2RuSe
Method: DFT, ωB97M-V/def2-TZVPD

Its spin multiplicity is 1. Its charge is -1. As for the HOMO-LUMO gap (spin up / spin down): 5.62 / 5.53 eV. The value obtained for the relative energy (zero: lowest compared OMol25 entry of this formula, charge and spin) is 0.0 kJ/mol.

```
77
Properties=species:S:1:pos:R:3:forces:R:3
C -1.916644 -1.335497 -1.355042 0.0 0.0 0.0
C 0.086024 3.006201 -0.905386 0.0 0.0 0.0
C -3.407393 0.444754 4.272912 0.0 0.0 0.0
H 5.304857 2.798067 7.297734 0.0 0.0 0.0
H 1.712824 3.536095 0.360546 0.0 0.0 0.0
Se 0.215985 2.982513 2.853374 -0.2 -0.1 0.1
C -2.471410 -1.603882 3.462218 0.0 0.0 0.0
C 3.529894 0.445504 1.739261 0.0 0.0 -0.1
H 1.861029 -0.407506 -2.775297 0.0 0.0 0.0
F -1.880674 -1.349548 -0.007489 0.0 0.0 0.1
C 4.702809 3.696256 7.153190 0.0 0.0 0.0
H 0.656343 -4.676733 -0.315970 0.0 0.1 0.1
H 2.819297 -0.271907 -0.579245 0.0 0.0 0.0
H 4.265977 3.957673 8.120721 0.0 0.0 0.0
C 3.049435 2.230428 5.939556 0.0 0.0 -0.1
H 4.156284 0.745571 2.582037 0.0 0.0 0.0
C -0.787910 -0.815489 -2.053205 0.0 0.0 0.0
H 0.457545 -4.454893 -2.582303 0.0 0.0 0.0
H 0.680150 5.718589 3.684869 0.0 0.0 0.0
H 2.097712 -0.100815 5.445350 0.0 0.0 0.0
F -4.032765 -2.316422 -1.214126 0.0 0.0 0.0
O 1.439739 -2.325533 1.124720 0.1 -0.3 -0.1
N 1.905302 1.479113 0.070274 0.1 0.1 0.0
C 2.434455 0.639144 -1.032849 -0.1 0.0 0.2
H -4.184500 0.979055 4.808545 0.0 0.0 0.0
C -2.085992 -1.382578 -4.065897 0.0 0.0 0.0
C -0.184507 1.127537 2.329148 0.3 0.1 -0.3
H -0.316624 2.110377 -1.370469 0.0 0.0 0.0
H -4.315356 -1.487292 4.566419 0.0 0.0 0.0
N 0.260748 -0.373133 -1.351848 0.3 0.1 0.1
C 1.529794 2.832724 -0.450124 0.0 -0.1 0.0
Ru 0.288159 0.240805 0.766110 -0.2 0.3 0.3
C 1.618474 -2.830084 0.048717 0.1 -0.1 0.2
H 5.370530 4.509458 6.864533 0.0 0.0 0.0
H 3.621762 5.500728 5.421750 0.0 0.0 0.0
C 1.592544 3.060566 4.210889 0.0 0.0 0.0
H -2.307178 2.230048 3.836451 0.0 0.0 0.0
H 2.617922 -3.133311 -1.481512 0.0 -0.1 0.0
H 2.688241 -0.144130 2.108793 0.0 0.0 0.0
H 3.390181 1.395302 6.545156 0.0 0.0 0.0
C -2.349012 1.153654 3.726443 -0.1 0.0 0.0
H 0.502053 -2.824212 -2.545173 0.0 0.0 -0.1
C -1.321984 0.501699 3.028781 0.0 0.0 0.0
H 2.226869 3.084294 -1.260665 0.0 0.0 0.0
H 3.269350 1.161927 -1.522022 0.0 0.0 -0.1
F 0.025883 -0.421978 -4.296244 0.0 0.0 0.0
H 1.069299 1.147268 -2.609859 0.0 -0.1 0.0
H 0.468214 0.588323 5.408481 0.0 0.0 0.0
F -2.133374 -1.393787 -5.415412 0.0 0.0 0.0
N 0.885561 -3.662388 -2.123409 -0.1 0.0 0.0
C -3.484858 -0.938690 4.138973 0.0 0.0 0.0
O 2.800974 -2.774023 -0.585822 -0.1 0.2 -0.1
C -3.154370 -1.883360 -3.355830 0.0 0.0 0.0
C -0.952828 -0.873023 -3.464570 0.0 0.0 0.0
C 1.379260 0.256670 -2.048170 -0.1 0.1 -0.1
H -0.553095 3.221572 -0.051252 0.0 0.0 0.0
H -4.031616 -2.280477 -3.841066 0.0 0.0 0.0
H -0.406630 -3.268019 -0.418688 0.1 0.0 -0.1
C 3.634166 3.474127 6.115246 0.0 0.1 0.0
C -3.029875 -1.840068 -1.974640 0.1 0.0 -0.1
C 0.580644 -3.653009 -0.693418 -0.2 0.1 0.0
C 1.452325 0.614179 4.932019 0.0 0.0 0.0
H 3.832456 2.210904 0.525704 0.0 0.0 0.0
H 2.617813 2.377051 1.799495 0.0 0.0 0.0
H 2.316588 6.393161 3.795380 0.0 0.0 0.0
H 4.129344 -0.187340 1.083021 0.0 0.0 0.0
H 1.312013 0.291629 3.901493 0.0 0.0 0.0
H 1.869261 5.298595 2.471800 0.0 0.0 0.0
C -1.399906 -0.898352 2.934467 0.0 -0.1 0.0
H -0.574468 -1.434413 2.462895 0.0 0.0 0.0
C 1.741286 5.503383 3.537590 0.0 0.0 0.0
C 2.038706 1.995939 5.008428 0.0 0.0 0.0
C 2.178071 4.329242 4.371547 0.0 0.0 0.0
H -2.502637 -2.682812 3.360541 0.0 0.0 0.0
C 3.180555 4.513502 5.316264 0.0 0.0 0.0
H 0.030496 3.840622 -1.611566 0.0 0.0 0.0
C 3.013436 1.695031 1.050821 -0.1 0.0 -0.1
```
Positions in Å, forces in eV/Å.

Results of the Mulliken charge analysis, in e, for atoms 1 through 8:
1. C -0.033
2. C -1.112
3. C -0.671
4. H 0.367
5. H 0.295
6. Se -0.009
7. C -0.864
8. C -1.389

=====

| no. | energy (Eh) |
| --- | --- |
| 1 | -384.9513 |
| 2 | -1115.4744 |
| 3 | -1123.1306 |
| 4 | -4375.2581 |